Density functional theory data (the ωB97M-V functional and the def2-TZVPD basis) for a 2-piece molecular cluster, C17H29BrFN2O4S overall.

CARTESIAN COORDINATES (ANGSTROEM)
1 C 0.0825 0.8499 -0.5070
2 C -0.7723 0.6973 0.7644
3 C -0.7263 -0.7225 1.3638
4 N -0.5522 -0.7799 2.8641
5 C 0.8070 -0.2148 3.2552
6 C 2.0693 -0.9282 2.7707
7 C 2.7120 -0.4431 1.4625
8 C 3.1024 1.0415 1.4933
9 C 4.0131 -1.2731 1.3127
10 C -1.7256 -0.1544 3.6430
11 Br -1.2785 1.6201 4.3552
12 C -3.0459 0.0164 2.9045
13 C -3.8570 -1.2254 2.5244
14 S -0.4720 -2.5206 3.3521
15 O 0.2231 -2.5591 4.5785
16 O -0.0708 -3.2537 2.2162
17 F -1.9510 -2.8038 3.6194
18 H 0.4495 -0.1098 -0.8630
19 H 0.8920 1.5588 -0.3818
20 H -0.5349 1.2399 -1.3123
21 H -1.7971 0.8667 0.4433
22 H -0.5667 1.4881 1.4803
23 H 0.0831 -1.2684 0.8960
24 H -1.6260 -1.2532 1.0756
25 H 0.8214 -0.2107 4.3400
26 H 0.8622 0.8261 2.9641
27 H 2.8120 -0.7115 3.5396
28 H 2.0176 -2.0133 2.7338
29 H 2.1330 -0.7190 0.5845
30 H 2.5849 1.6380 2.2425
31 H 2.9890 1.4791 0.5054
32 H 4.1640 1.1260 1.7191
33 H 4.6770 -0.8074 0.5915
34 H 4.5289 -1.2634 2.2739
35 H 3.8019 -2.3074 1.0533
36 H -1.8880 -0.7166 4.5548
37 H -2.9670 0.6810 2.0498
38 H -3.6699 0.5744 3.5991
39 H -4.1023 -1.8214 3.3992
40 H -4.8073 -0.8792 2.1253
41 H -3.4152 -1.8675 1.7676
42 C -0.8465 0.2378 -7.5175
43 C 0.4564 0.2529 -7.0373
44 C 0.7681 0.9741 -5.8969
45 C -0.2402 1.6683 -5.2534
46 C -1.5427 1.6709 -5.7184
47 C -1.8429 0.9483 -6.8610
48 N 0.0814 2.4207 -4.0325
49 O 1.2348 2.4211 -3.6531
50 O -0.8258 2.9980 -3.4653
51 H -1.0862 -0.3291 -8.4070
52 H 1.2310 -0.2982 -7.5517
53 H 1.7789 0.9936 -5.5186
54 H -2.3111 2.2263 -5.2023
55 H -2.8554 0.9389 -7.2393

Properties
Charge: +1
DFT total energy (Eh): -4147.30636
HOMO-LUMO gap (Eh): 0.3324



Density functional theory data (the ωB97M-V functional and the def2-TZVPD basis) for C17H29N2SSc as an isolated structure.

CARTESIAN COORDINATES (ANGSTROEM)
1 C 1.4547 -1.7417 -0.3690
2 H 1.5617 -2.8264 -0.5544
3 H 1.9116 -1.2280 -1.2245
4 H -0.0186 -1.5783 -0.5777
5 C 2.1829 -1.3308 0.9273
6 H 2.0972 -0.2208 1.1043
7 H 1.7845 -1.8383 1.8226
8 C 3.6827 -1.6648 0.7538
9 H 4.2251 -1.4454 1.6814
10 H 3.8026 -2.7371 0.5410
11 H 4.1260 -1.0953 -0.0770
12 C -1.0182 1.6931 -0.3817
13 C 0.3072 2.0856 0.0102
14 C 1.2160 1.6071 -0.9925
15 C 0.4611 0.9142 -1.9804
16 C -0.9085 0.9135 -1.5778
17 C -2.0365 0.3489 -2.3601
18 C 0.9728 0.3791 -3.2675
19 C 2.6739 1.8724 -1.0777
20 C 0.6512 2.8576 1.2354
21 C -2.2872 2.0985 0.2691
22 Sc 0.1871 -0.2740 0.3533
23 H 0.2627 -0.3315 -3.7090
24 H 1.1187 1.1912 -3.9988
25 H 1.9399 -0.1315 -3.1539
26 H -1.6839 -0.3736 -3.1097
27 H -2.7614 -0.1673 -1.7120
28 H -2.5845 1.1407 -2.9022
29 H -2.1802 2.1775 1.3567
30 H -2.6132 3.0796 -0.1053
31 H -3.0883 1.3865 0.0463
32 H 1.7290 2.8246 1.4549
33 H 0.3715 3.9147 1.1168
34 H 0.1081 2.4742 2.1154
35 H 3.2378 0.9822 -1.4035
36 H 2.8742 2.6681 -1.8145
37 H 3.0831 2.1990 -0.1119
38 C -3.5605 -1.1267 1.2743
39 N -2.6202 -2.2206 1.4200
40 C -2.8852 -3.5349 1.0916
41 C -1.7637 -4.2501 1.3254
42 N -0.8076 -3.3612 1.7665
43 C -1.3162 -2.0841 1.8141
44 S -0.6754 -0.7336 2.6632
45 H -3.3489 -0.3644 2.0265
46 H -3.4767 -0.6817 0.2752
47 H -4.5768 -1.5049 1.4023
48 H -3.8565 -3.8251 0.7379
49 H -1.5623 -5.3139 1.2284
50 H 0.1248 -3.6040 2.1144

Properties
Charge: +2
DFT total energy (Eh): -1933.00237
HOMO-LUMO gap (Eh): 0.2174



Density functional theory data (the ωB97M-V functional and the def2-TZVPD basis) for one molecule with the formula C17H29N5O7.

CARTESIAN COORDINATES (ANGSTROEM)
1 C -4.1612 6.3491 0.4315
2 O -3.0378 5.6988 -0.1198
3 C -3.3537 4.9838 -1.2905
4 C -2.1655 4.1474 -1.6766
5 O -1.9639 3.1598 -0.6695
6 C -1.0244 2.1596 -1.0554
7 C -1.7482 1.0077 -1.7543
8 O -1.4602 0.6526 -2.8865
9 N -2.7313 0.4853 -1.0000
10 C -3.6724 -0.4944 -1.4720
11 C -4.9487 0.1111 -2.0857
12 O -4.7025 0.8117 -3.2848
13 C -4.2211 0.0351 -4.3700
14 C -6.0206 -0.9856 -2.1799
15 C -6.5918 -1.0601 -0.7640
16 N -6.3736 0.2887 -0.2336
17 C -6.8195 0.5985 1.0052
18 O -7.3410 -0.2491 1.7150
19 C -6.7078 2.0576 1.4345
20 C -6.8256 2.2397 2.9518
21 C -5.5354 2.7593 3.5782
22 N -4.4057 1.9199 3.1892
23 C -3.5004 2.1709 2.1975
24 O -3.3966 3.3916 1.6920
25 N -2.8422 1.1061 1.8618
26 N -3.3265 0.0609 2.6657
27 C -4.2430 0.5791 3.4078
28 O -4.9893 -0.0258 4.3356
29 C -5.6103 1.1221 -1.1472
30 H -3.8289 6.8669 1.3281
31 H -4.5818 7.0775 -0.2711
32 H -4.9375 5.6241 0.7021
33 H -4.2201 4.3285 -1.1186
34 H -3.6065 5.6658 -2.1132
35 H -2.3561 3.6631 -2.6397
36 H -1.2710 4.7731 -1.7568
37 H -0.2706 2.5630 -1.7314
38 H -0.5455 1.8021 -0.1424
39 H -2.7354 0.7299 -0.0093
40 H -3.1945 -1.1433 -2.2078
41 H -3.9607 -1.1138 -0.6209
42 H -4.2326 0.6888 -5.2394
43 H -3.1965 -0.2982 -4.2006
44 H -4.8741 -0.8205 -4.5680
45 H -6.7840 -0.6693 -2.8936
46 H -5.6217 -1.9456 -2.5091
47 H -7.6533 -1.3072 -0.7465
48 H -6.0857 -1.7959 -0.1354
49 H -5.7831 2.4924 1.0562
50 H -7.5027 2.5890 0.9033
51 H -7.6408 2.9137 3.2163
52 H -7.0687 1.2723 3.3916
53 H -5.2917 3.7642 3.2356
54 H -5.6058 2.7772 4.6651
55 H -2.7678 3.3846 0.9308
56 H -4.8100 -0.9737 4.2819
57 H -4.8651 1.7303 -0.6343
58 H -6.2479 1.7786 -1.7470

Properties
Structure (SMILES): COCCOCC(=O)NC[C@@]1(OC)CCN(C(=O)CCCn2c(O)nnc2O)C1
DFT total energy (Eh): -1465.66964
HOMO-LUMO gap (Eh): 0.3487



Density functional theory data (the ωB97M-V functional and the def2-TZVPD basis) for one molecule with the formula C17H29NO3.

CARTESIAN COORDINATES (ANGSTROEM)
1 C 3.6438 -1.0101 -1.8227
2 C 2.7163 -0.1176 -0.9882
3 C 2.9147 1.3701 -1.3026
4 C 4.1793 1.9311 -0.6676
5 C 4.0984 1.7207 0.8381
6 C 3.9381 0.2435 1.1979
7 C 5.2453 -0.5416 1.0714
8 N 2.8495 -0.3726 0.4387
9 C 2.0803 -1.2524 1.1124
10 O 2.2646 -1.5281 2.2836
11 C 0.9346 -1.9387 0.3620
12 O -0.0261 -0.9753 -0.0682
13 C -1.1173 -1.4595 -0.6805
14 O -1.2778 -2.6255 -0.9218
15 C -2.0974 -0.3549 -0.9818
16 C -3.0150 -0.1692 0.2344
17 C -4.0719 0.9147 0.0049
18 C -4.8128 1.2569 1.3005
19 C -5.8537 0.1447 1.4565
20 C -6.1639 -0.3354 0.0269
21 C -5.2139 0.4398 -0.8978
22 H 4.6716 -0.6638 -1.7956
23 H 3.6175 -2.0329 -1.4543
24 H 3.3132 -1.0076 -2.8588
25 H 1.6889 -0.3582 -1.2666
26 H 2.9380 1.4945 -2.3864
27 H 2.0558 1.9246 -0.9175
28 H 5.0640 1.4415 -1.0748
29 H 4.2622 2.9964 -0.8906
30 H 4.9933 2.1035 1.3302
31 H 3.2393 2.2744 1.2236
32 H 3.6248 0.1715 2.2460
33 H 5.9515 -0.1845 1.8168
34 H 5.6994 -0.4337 0.0917
35 H 5.0562 -1.5955 1.2581
36 H 1.2990 -2.5124 -0.4981
37 H 0.4588 -2.6355 1.0598
38 H -1.5546 0.5698 -1.1799
39 H -2.6809 -0.6379 -1.8573
40 H -2.3970 0.1075 1.0917
41 H -3.5023 -1.1179 0.4599
42 H -3.5785 1.7988 -0.4093
43 H -5.3118 2.2203 1.1834
44 H -4.1462 1.3223 2.1592
45 H -5.4435 -0.6709 2.0517
46 H -6.7463 0.5058 1.9655
47 H -7.2031 -0.1485 -0.2407
48 H -5.9931 -1.4079 -0.0614
49 H -5.7248 1.3090 -1.3146
50 H -4.8666 -0.1730 -1.7275

Properties
Structure (SMILES): C[C@@H]1CCC[C@H](C)N1C(=O)COC(=O)CCC1CCCC1
DFT total energy (Eh): -945.68968
HOMO-LUMO gap (Eh): 0.3652